C18H25BCl2HgN5O5S3 | wB97M-V/def2-TZVPD

```
! wB97M-V def2-TZVPD RIJCOSX def2/J DEFGRID3
* xyz 0 2
Hg 0.094 0.717 -0.307
O -1.819 -3.314 0.406
C -1.304 -2.091 0.283
O -0.460 -1.816 -0.545
C -1.918 -1.089 1.207
C -2.949 -1.437 2.030
C -3.545 -0.423 2.825
C -3.043 0.842 2.775
C -1.935 1.155 1.950
N -1.411 0.162 1.137
C -1.276 2.425 1.909
O -1.759 3.453 2.658
O -0.274 2.662 1.226
H -1.224 -3.922 -0.056
H -3.288 -2.460 2.063
H -4.388 -0.652 3.462
H -3.510 1.605 3.386
H -2.537 3.176 3.151
C 1.968 -0.840 -3.917
N 2.334 -1.502 -2.678
C 2.614 -2.840 -2.518
C 2.970 -3.001 -1.220
N 2.914 -1.783 -0.595
B 3.507 -1.571 0.873
N 2.511 -0.866 1.818
C 2.645 0.436 2.263
C 1.749 0.650 3.243
N 1.045 -0.532 3.399
C 0.059 -0.789 4.422
C 1.519 -1.464 2.526
S 0.958 -3.058 2.416
C 2.509 -0.885 -1.489
S 2.292 0.827 -1.280
H 1.897 -1.595 -4.697
H 2.727 -0.110 -4.192
H 1.015 -0.326 -3.805
H 2.551 -3.538 -3.333
H 3.259 -3.881 -0.675
H 3.743 -2.674 1.280
H 4.488 -0.875 0.757
H 3.376 1.096 1.832
H 1.527 1.527 3.824
H -0.482 0.132 4.634
H 0.533 -1.154 5.335
H -0.627 -1.552 4.060
Cl -2.939 -3.047 -4.297
C -1.544 -2.216 -3.594
Cl -1.855 -0.501 -3.292
H -0.721 -2.294 -4.293
H -1.296 -2.673 -2.645
C -1.529 4.087 -3.659
S -0.377 3.453 -2.447
C -0.598 4.713 -1.195
O -1.051 2.220 -1.902
H -1.191 5.067 -3.993
H -2.516 4.143 -3.202
H -1.538 3.391 -4.496
H -0.081 5.620 -1.507
H -0.160 4.314 -0.280
H -1.661 4.895 -1.040
*
```

Output
ΔE to the lowest compared entry with this formula, charge and spin in kJ/mol: 27.87
LUMO energy (spin up / spin down) in eV: 0.05 / 0.00
Total energy in Ha: -3644.200885
<S²>: 0.7624
Frontier orbital gap (spin up / spin down) in eV: 6.077 / 6.670